69
Properties=species:S:1:pos:R:3 method="wB97M-V/def2-TZVPD" homo_lumo_gap_ev=6.02 e_above_lowest_kj_mol=171.4 homo_ev=-6.10
In 0.265 0.690 0.203
C -3.017 0.928 1.487
Si -1.301 0.490 2.146
C -0.929 1.541 3.668
C -1.270 -1.338 2.642
C -2.036 -1.574 3.792
C -2.148 -2.824 4.374
C -1.469 -3.885 3.799
C -0.717 -3.670 2.654
C -0.593 -2.418 2.031
Si 0.593 -2.505 0.502
C 2.316 -2.419 1.277
C 0.450 -4.230 -0.213
H -3.753 0.956 2.297
H -3.321 0.174 0.759
H -3.026 1.903 0.990
H -1.669 1.395 4.459
H -0.930 2.602 3.404
H 0.054 1.295 4.075
H -2.572 -0.748 4.254
H -2.755 -2.964 5.261
H -1.525 -4.877 4.230
H -0.214 -4.527 2.225
H 2.483 -3.350 1.830
H 2.456 -1.593 1.974
H 3.081 -2.366 0.498
H 0.800 -4.979 0.502
H 1.078 -4.272 -1.102
H -0.562 -4.481 -0.534
C 3.761 -1.230 -3.432
C 4.041 -0.692 -2.082
N 5.014 -1.010 -1.292
N 4.746 -0.327 -0.133
C 3.617 0.371 -0.172
S 2.822 1.168 1.088
N 3.196 0.203 -1.452
N 1.996 0.699 -1.924
H 4.542 -1.933 -3.706
H 3.714 -0.433 -4.175
H 2.789 -1.742 -3.418
H 5.312 -0.483 0.683
H 2.134 1.381 -2.659
H 1.419 -0.093 -2.203
N -0.792 4.651 1.514
C 0.346 4.027 1.101
N 1.445 4.175 1.870
O 0.371 3.386 0.042
H -0.869 5.050 2.433
H -1.642 4.379 1.052
H 1.400 4.555 2.797
H 2.254 3.635 1.602
C -3.225 2.101 -4.136
N -2.077 1.523 -3.474
C -1.851 0.069 -3.508
C -1.234 -0.202 -2.145
O -1.895 -1.112 -1.322
N -0.909 1.112 -1.612
C -1.523 2.006 -2.336
N -1.581 3.325 -2.014
H -3.236 1.777 -5.175
H -3.176 3.189 -4.128
H -4.164 1.793 -3.665
H -1.181 -0.224 -4.317
H -2.787 -0.480 -3.603
H -0.917 3.580 -1.287
H -1.667 3.971 -2.781
S -0.024 -2.509 -3.051
C -0.408 -1.368 -1.788
N 0.469 -1.238 -0.676